19
Properties=species:S:1:pos:R:3:lowdin_charge:R:1 method="wB97M-V/def2-TZVPD" multiplicity=1 max_force_ev_per_a=2.29 e_lumo_ha=0.0234 mol_weight_da=126.16 homo_ev=-8.765 energy_ev=-11410.4210 gap_ev=9.4012
C -0.134 1.752 0.450 -0.0535
C -2.499 0.152 -0.675 -0.0470
C 0.994 -0.455 0.078 -0.3374
C -0.111 0.269 0.292 -0.1737
C -1.444 -0.483 0.177 -0.3889
C 3.329 -0.288 -0.237 -0.0222
O 1.111 -1.804 -0.011 0.0449
N 2.239 0.290 0.027 0.0472
N -1.736 -1.554 0.785 0.1367
H 0.304 -2.196 -0.380 0.1092
H -1.015 -1.929 1.400 0.0607
H -0.767 2.032 1.291 0.0859
H -0.527 2.232 -0.446 0.0810
H 0.882 2.101 0.610 0.0675
H -3.362 -0.507 -0.728 0.0771
H -2.812 1.098 -0.238 0.0795
H -2.116 0.341 -1.676 0.0858
H 3.426 -1.352 -0.484 0.0795
H 4.237 0.302 -0.237 0.0675

---

18
Properties=species:S:1:pos:R:3:lowdin_charge:R:1 method="wB97M-V/def2-TZVPD" multiplicity=1 max_force_ev_per_a=0.84 e_lumo_ha=0.0292 mol_weight_da=105.14 homo_ev=-9.662 energy_ev=-9806.2375 gap_ev=10.4558
C -0.834 1.629 -1.833 -0.1417
N -0.142 -0.965 -1.177 0.0374
C -0.335 -0.523 -2.537 -0.3025
N -0.585 0.653 -2.883 -0.0200
H -1.672 1.354 -1.189 0.0730
H -1.038 2.599 -2.275 0.0610
H 0.047 1.716 -1.191 0.0718
H -1.046 -1.253 -0.799 0.0798
H 0.361 -1.847 -1.233 0.0728
H -0.171 -1.296 -3.287 0.1031
N -0.448 -0.051 1.995 0.0224
C 0.928 0.085 2.362 -0.3648
O 1.513 -1.193 2.632 -0.0787
H -0.538 -0.637 1.175 0.0245
H -0.947 -0.496 2.757 0.0708
H 1.454 0.569 1.535 0.1072
H 0.985 0.734 3.240 0.1100
H 2.466 -1.079 2.711 0.0741

---

96
Properties=species:S:1:pos:R:3:lowdin_charge:R:1 method="wB97M-V/def2-TZVPD" multiplicity=5 max_force_ev_per_a=1.12 e_lumo_ha="0.0134 / 0.0127" mol_weight_da=761.67 homo_ev="-7.446 / -7.475" energy_ev=-98034.7598 gap_ev="7.8100 / 7.8216"
Fe 0.008 -0.331 0.053 0.9016
O 1.212 3.658 -1.015 0.0824
C 1.180 2.495 -0.659 -0.4308
N 0.459 1.897 0.307 0.0962
C -0.299 2.696 1.131 -0.4367
O -0.314 3.908 1.221 0.0941
C -1.220 1.880 1.984 -0.1906
C -2.340 2.411 2.465 0.0010
C -3.150 1.620 3.383 -0.0452
C -2.965 0.304 3.453 -0.0408
C -2.013 -0.369 2.472 -0.3716
N -0.853 0.529 2.209 -0.0934
C 2.020 1.448 -1.583 -0.2196
C 3.130 2.305 -2.145 -0.0585
C 4.255 1.898 -2.717 -0.1164
C 4.654 0.534 -2.993 -0.0994
C 4.092 -0.584 -2.520 -0.1153
N 3.018 -0.786 -1.680 -0.1344
H -2.565 3.448 2.236 0.1219
H -3.834 2.124 4.059 0.1094
H -3.445 -0.311 4.205 0.1101
H -0.997 -2.109 2.319 0.0580
H 2.961 3.365 -2.014 0.1097
H 4.945 2.667 -3.052 0.1078
H 5.511 0.391 -3.641 0.0925
H 4.518 -1.529 -2.841 0.1174
C -0.701 2.580 -3.676 -0.0180
N 0.573 1.877 -3.577 -0.1298
C 1.545 2.270 -4.588 -0.0373
C 0.837 1.099 -2.489 -0.2383
N -0.006 0.233 -2.017 0.0997
C -1.105 -0.182 -2.837 -0.2312
C -0.832 -0.747 -4.050 -0.0282
C -1.848 -0.973 -5.004 -0.0701
C -3.112 -0.527 -4.758 -0.0478
C -3.443 0.026 -3.491 -0.1614
C -4.743 0.548 -3.262 -0.0462
C -5.081 1.031 -2.034 -0.0765
C -4.184 0.885 -0.957 -0.0397
C -2.928 0.353 -1.124 -0.2068
N -2.166 0.090 0.042 0.0970
C -2.704 -0.542 1.059 -0.1992
N -3.774 -1.377 0.962 -0.0959
C -4.099 -2.047 -0.305 -0.0196
C -4.594 -1.807 2.103 -0.0332
N -1.645 -1.672 2.955 -0.0088
C 0.336 0.399 3.087 -0.0163
C -1.240 -1.849 4.362 -0.0891
C -2.463 0.068 -2.455 -0.0583
N 2.467 0.236 -0.824 -0.0995
C 3.013 -2.121 -1.097 -0.0476
C 3.422 0.573 0.250 -0.0236
H -1.290 2.237 -4.530 0.0939
H -0.492 3.648 -3.785 0.1005
H -1.283 2.455 -2.769 0.0961
H 1.033 2.252 -5.554 0.0925
H 2.368 1.568 -4.631 0.0828
H 1.938 3.276 -4.425 0.0939
H 0.203 -0.976 -4.287 0.1236
H -1.603 -1.438 -5.953 0.1032
H -3.891 -0.594 -5.514 0.1108
H -5.448 0.565 -4.088 0.1104
H -6.056 1.472 -1.863 0.1052
H -4.492 1.158 0.048 0.1231
H -3.233 -2.075 -0.952 0.0724
H -4.924 -1.565 -0.834 0.0933
H -4.382 -3.073 -0.072 0.0922
H -5.033 -0.954 2.616 0.0817
H -4.018 -2.393 2.815 0.0821
H -5.409 -2.411 1.712 0.0849
H 1.099 1.076 2.702 0.0866
H 0.723 -0.620 3.060 0.0541
H 0.123 0.684 4.124 0.0974
H -1.819 -2.649 4.830 0.0752
H -1.407 -0.942 4.942 0.0746
H -0.185 -2.111 4.437 0.0669
H 2.745 -2.866 -1.849 0.0944
H 2.297 -2.157 -0.307 0.0466
H 3.983 -2.385 -0.671 0.0931
H 3.037 1.414 0.822 0.0902
H 4.401 0.832 -0.151 0.0870
H 3.521 -0.287 0.918 0.0899
C -1.181 -4.968 -1.628 -0.0070
N -0.509 -4.370 -0.471 -0.0409
C 0.116 -5.166 0.466 -0.0521
C 0.765 -4.663 1.522 0.0168
C 0.803 -3.216 1.710 -0.5173
O 1.360 -2.677 2.664 0.0108
N 0.157 -2.458 0.746 0.0796
C -0.465 -2.991 -0.325 -0.5080
O -0.961 -2.238 -1.177 -0.0129
H -0.502 -5.638 -2.153 0.0915
H -1.482 -4.170 -2.293 0.0840
H -2.064 -5.525 -1.317 0.0923
H 0.047 -6.231 0.280 0.1293
H 1.258 -5.297 2.244 0.1121

---

18
Properties=species:S:1:pos:R:3:lowdin_charge:R:1 method="wB97M-V/def2-TZVPD" multiplicity=1 max_force_ev_per_a=4.74 e_lumo_ha=0.0384 smiles=CCc1c[nH]nc1C mol_weight_da=110.16 homo_ev=-8.754 energy_ev=-9363.3056 gap_ev=9.7981
C -1.386 1.466 -0.039 -0.0921
C -0.569 0.412 -0.306 -0.1854
C -1.430 -0.768 -0.180 -0.2510
C -1.263 -2.259 -0.087 -0.0374
C 1.750 1.055 0.597 -0.0914
C 0.897 0.442 -0.566 -0.1901
N -2.659 -0.337 0.132 0.0617
N -2.598 1.007 0.204 -0.0264
H -1.146 2.412 0.312 0.1079
H -1.003 -2.758 -1.082 0.1028
H -0.457 -2.522 0.538 0.0549
H -2.053 -2.780 0.266 0.0278
H 1.489 2.090 0.759 0.0621
H 2.725 1.170 0.242 0.0378
H 1.818 0.508 1.527 0.0701
H 1.333 -0.466 -0.923 0.0926
H 1.124 1.152 -1.414 0.1204
H -3.414 1.539 0.354 0.1356

---

9
Properties=species:S:1:pos:R:3:lowdin_charge:R:1 method="wB97M-V/def2-TZVPD" multiplicity=1 max_force_ev_per_a=4.88 e_lumo_ha="-0.0971 / -0.1063" mol_weight_da=125.17 homo_ev="-10.596 / -10.080" energy_ev=-28334.5784 gap_ev="7.9529 / 7.1878"
C -1.438 0.344 0.128 -0.1562
N 0.904 -0.571 -0.292 -0.1022
O -0.749 -2.138 0.714 -0.2858
O 0.092 -0.209 2.097 -0.2864
S -0.212 2.439 -0.405 0.3385
S -0.300 -0.791 0.825 0.4284
H -2.227 0.628 0.885 0.0355
H 1.147 0.347 0.077 -0.0263
H 0.859 -0.657 -1.259 0.0545

---

20
Properties=species:S:1:pos:R:3:lowdin_charge:R:1 method="wB97M-V/def2-TZVPD" multiplicity=1 max_force_ev_per_a=2.11 e_lumo_ha=0.1110 total_charge=-1 mol_weight_da=263.75 homo_ev=-4.444 energy_ev=-79667.9112 gap_ev=7.4650
C -0.408 0.222 2.595 -0.1636
C -1.678 0.181 1.751 -0.4473
C -1.612 -0.699 0.504 -0.8983
Br -1.861 -2.569 1.019 0.4912
Nb 0.184 -0.654 -0.921 0.8856
B 1.738 0.503 -2.291 -0.8856
O 2.436 -0.108 -3.315 0.0244
O 2.073 1.841 -2.113 -0.0024
H -0.637 0.514 3.623 0.0575
H 0.313 0.944 2.206 0.0529
H 0.075 -0.756 2.631 0.0484
H -2.480 -0.199 2.399 0.0690
H -1.996 1.184 1.458 0.0893
H -2.482 -0.426 -0.099 0.0067
H -0.194 1.180 -0.861 -0.0766
H 1.676 -0.561 0.154 -0.0944
H 0.810 -2.351 -1.312 -0.1492
H -0.700 -0.871 -2.529 -0.1022
H 3.176 0.469 -3.552 0.0751
H 1.569 2.153 -1.349 0.0194

---

6
Properties=species:S:1:pos:R:3:lowdin_charge:R:1 method="wB97M-V/def2-TZVPD" multiplicity=1 max_force_ev_per_a=4.34 e_lumo_ha=-0.0193 mol_weight_da=174.91 homo_ev=-9.239 energy_ev=-18925.8371 gap_ev=8.7126
N -1.386 0.447 -0.862 -0.7525
P -0.325 -1.144 -0.056 0.5928
I -3.217 -0.116 0.052 0.5075
H -0.910 1.189 -0.201 -0.0333
H 0.901 -0.829 -0.880 -0.1074
H 0.051 -0.495 1.048 -0.2070